(1)
# C5H10O2

A 2-piece molecular cluster, C5H10O2 overall in a non-equilibrium geometry (ωB97M-V/def2-TZVPD, OMol25).

Summary:
Relative energy (zero: lowest compared OMol25 entry of this formula, charge and spin)   114.6 kcal per mole
F_max   1.08 eV Å⁻¹
LUMO level   0.03028 Eh
Frontier orbital gap   10.5 eV

```
! RIJCOSX wB97M-V def2-TZVPD def2/J DEFGRID3
* xyz 0 1
O 0.85 1.96 -0.54
O -1.79 -0.82 -0.32
C 0.97 -1.09 -1.62
C -0.91 1.10 1.16
C 0.27 -0.02 1.07
C -1.16 -0.33 0.84
C 0.48 1.39 0.69
H 2.04 -0.95 -1.84
H 1.07 1.88 1.48
H -1.54 -0.85 1.74
H 0.83 -2.01 -1.05
H 0.10 1.83 -1.13
H 1.00 -0.69 1.55
H 0.38 -1.12 -2.54
H 0.65 -0.25 -1.03
H -1.57 1.74 1.75
H -1.69 -1.78 -0.23
*
```

Löwdin population analysis, charges in e, atoms 1 to 2: atom 1 (O): -0.02, atom 2 (O): -0.02



(2)
# C9H17BrOS

A 2-piece molecular cluster, C9H17BrOS overall in a non-equilibrium geometry (ωB97M-V/def2-TZVPD, OMol25).

Summary:
Relative energy (zero: lowest compared OMol25 entry of this formula, charge and spin)   33.8 kcal per mole
F_max   6.64 eV Å⁻¹
LUMO level   0.02611 Eh
Frontier orbital gap   8.8 eV

```
! RIJCOSX wB97M-V def2-TZVPD def2/J DEFGRID3
* xyz 0 1
Br -1.47 -1.87 -0.27
S -3.02 0.31 1.34
O 0.95 -0.91 1.14
C 0.14 0.22 1.30
C 2.58 -2.33 0.13
C 1.63 -0.22 -1.11
C -1.64 0.01 0.18
C 3.27 -0.12 0.94
C -3.23 1.15 -1.05
C -3.88 1.52 0.27
C -1.71 1.07 -0.85
C 2.07 -0.83 0.26
H 2.89 -2.74 1.16
H 2.81 0.60 1.50
H -1.29 0.67 -1.70
H -0.26 0.28 2.23
H 0.33 1.25 1.10
H -3.67 0.17 -1.26
H -5.00 1.23 0.45
H 1.21 -0.94 -1.63
H 3.18 -2.31 -0.71
H 0.99 0.55 -1.03
H -3.59 2.61 0.47
H 3.78 -0.82 1.63
H 2.57 0.15 -1.71
H -1.49 2.13 -0.69
H 3.97 0.28 0.08
H 1.63 -2.82 -0.21
H -3.75 1.72 -1.93
*
```

Löwdin population analysis, charges in e, atoms 1 to 2: atom 1 (Br): 0.73, atom 2 (S): 0.82



(3)
# C7H13FO5

A 2-piece molecular cluster, C7H13FO5 overall in a non-equilibrium geometry (ωB97M-V/def2-TZVPD, OMol25).

Summary:
F_max   4.52 eV Å⁻¹
LUMO level   0.18675 Eh
Frontier orbital gap   2.9 eV

```
! RIJCOSX wB97M-V def2-TZVPD def2/J DEFGRID3
* xyz -2 1
F 2.66 0.42 0.41
O -0.84 -0.55 -2.17
O 1.37 2.77 0.97
O 1.89 1.11 -0.55
O -0.43 1.58 0.28
O 0.84 0.67 -5.10
C -0.18 -0.21 2.13
C 0.33 -1.75 2.01
C 0.94 1.84 0.23
C -0.71 0.21 0.68
C 0.51 -0.25 -4.17
C -0.51 0.37 -3.10
C -1.31 -0.06 3.28
H -1.34 0.79 -3.70
H -1.61 1.04 3.28
H -1.84 0.01 0.61
H -0.22 -0.49 -0.10
H 1.34 -0.68 -3.57
H -0.01 1.30 -2.73
H 0.01 -1.17 -4.54
H -0.04 -2.30 2.95
H -0.09 -2.27 1.09
H -2.19 -0.77 3.11
H 0.72 0.38 2.50
H 1.48 -1.76 1.94
H -0.78 -0.25 4.28
*
```

Löwdin population analysis, charges in e, atoms 1 to 2: atom 1 (F): -0.06, atom 2 (O): -0.39



(4)
# C30H28F5N4O

C30H28F5N4O as an isolated structure in a non-equilibrium geometry (ωB97M-V/def2-TZVPD, OMol25).

Summary:
Relative energy (zero: lowest compared OMol25 entry of this formula, charge and spin)   18.3 kcal per mole
F_max   2.31 eV Å⁻¹
LUMO level   -0.10816 Eh
Frontier orbital gap   8.4 eV

```
! RIJCOSX wB97M-V def2-TZVPD def2/J DEFGRID3
* xyz 1 1
F 2.88 -2.02 0.21
F 5.02 1.64 3.74
F 5.60 -1.93 0.60
F 6.66 -0.08 2.34
F 2.30 1.46 3.41
O 2.09 -2.64 3.55
N -3.02 4.36 1.06
N -0.17 -3.06 3.26
N -3.49 2.83 2.63
N -0.97 -0.96 2.93
C -2.53 -2.72 3.87
C -4.34 5.81 4.72
C -5.95 -0.25 2.24
C -4.92 6.33 5.98
C -7.30 -0.47 1.95
C 2.53 -0.24 1.75
C -4.02 1.14 3.12
C -3.13 0.10 2.58
C -3.31 5.08 2.25
C -0.06 -4.49 3.42
C 3.11 0.66 2.65
C -8.17 0.62 1.90
C -1.41 -2.37 2.89
C -3.66 4.07 3.20
C 1.05 -0.36 1.62
C -7.66 1.92 2.10
C 3.41 -1.09 1.06
C -4.24 4.44 4.41
C -6.33 2.10 2.44
C 0.95 -2.29 3.23
C 5.33 -0.14 2.17
C -3.14 3.02 1.39
C 4.79 -1.06 1.25
C -3.90 6.79 3.81
C -1.79 0.11 2.82
C 4.49 0.75 2.86
C -5.44 1.04 2.59
C 0.50 -0.85 2.95
C -1.83 -2.84 1.49
C -3.40 6.44 2.55
H 0.98 -4.81 3.57
H -2.75 4.69 0.14
H -1.02 -2.74 0.76
H -2.68 -2.26 1.12
H 0.83 -0.18 3.76
H -7.68 -1.49 1.81
H 0.61 0.63 1.41
H -3.05 7.18 1.80
H -5.94 6.01 6.12
H -0.43 -5.05 2.55
H -2.14 -3.89 1.49
H -4.96 7.43 6.12
H -3.90 7.88 4.04
H -3.39 -2.07 3.70
H -1.27 1.08 3.03
H -2.19 -2.60 4.90
H -5.35 -1.16 2.30
H -3.57 -0.72 1.92
H -5.98 3.14 2.62
H -3.78 1.55 4.16
H -3.05 2.25 0.64
H -0.62 -4.85 4.28
H -4.37 5.98 6.84
H -2.88 -3.76 3.76
H 0.82 -1.06 0.79
H -8.33 2.79 2.00
H -9.21 0.46 1.66
H -4.66 3.73 5.12
*
```

Löwdin population analysis, charges in e, atoms 1 to 2: atom 1 (F): 0.09, atom 2 (F): 0.11